Density functional theory data (ωB97M-V/def2-TZVPD) for a 5-piece molecular cluster, C20H25BCl8NO5 overall at a distorted geometry.

Calculated values
**Net charge**: -1
**Orbital gap**: 7.234 eV
**LUMO**: 2.0 eV
**E_HOMO**: -5.25 eV
**Largest force on an atom**: 0.025 Eh/bohr

Atoms and positions in Å:
Cl: -2.103134 -0.994660 2.485661
Cl: -1.657523 2.563223 4.123475
Cl: 3.969383 -6.749350 4.532622
Cl: 5.032377 -3.898359 1.995699
Cl: 0.689088 3.276278 2.526549
Cl: 6.449274 -7.263798 5.996482
Cl: -0.180199 -3.069920 3.219825
Cl: 2.697877 -2.871166 0.563743
O: -3.056285 -2.868487 -0.728435
O: -0.581471 4.885333 -0.521160
O: -2.100271 -3.958033 -2.431267
O: -4.011536 0.279631 -5.251194
O: -0.448659 -0.910178 -2.205350
N: -0.561781 1.376340 -0.493757
C: -2.809216 4.585110 0.801015
C: -3.645807 2.408361 -3.194335
C: 1.693924 1.043106 -1.672912
C: -2.117805 0.832833 -2.285288
C: 5.733195 -6.669894 4.491228
C: 3.268570 -3.969224 1.815742
C: 3.766941 0.871901 -0.216124
C: -3.159661 3.341102 -2.292028
C: -3.651378 -1.307410 -3.492667
C: -2.181980 3.056133 -1.370989
C: -2.606267 -2.960366 -1.892777
C: -3.655387 0.057335 -4.109536
C: -0.382784 1.966783 3.052675
C: -2.686092 -1.612840 -2.631990
C: 0.723558 1.987132 -0.925963
C: -1.739226 -2.719197 2.446015
C: -3.133684 1.151430 -3.185227
C: 3.172102 1.488037 -1.517453
C: -1.616881 1.750061 -1.384054
C: -1.612906 -0.598528 -2.345222
B: -1.777517 4.224995 -0.351046
H: 3.121261 0.103907 0.219566
H: -4.443436 2.708590 -3.867984
H: 1.608063 0.019843 -1.290624
H: 3.934143 1.661570 0.528256
H: -3.602781 5.264647 0.463470
H: 6.030752 -5.637918 4.344680
H: 2.986842 -4.981464 1.549054
H: 0.205756 1.227935 3.584389
H: -4.436264 -2.030823 -3.704264
H: -3.316309 3.661065 1.110600
H: -2.284467 5.020384 1.663125
H: 3.182690 2.581495 -1.437438
H: -0.131556 5.002686 0.324407
H: 2.811423 -3.692658 2.759063
H: 0.449261 2.773328 -1.634706
H: 6.090155 -7.280701 3.669989
H: -0.838099 1.521561 2.172159
H: 1.289252 2.395220 -0.065555
H: 3.748552 1.128340 -2.373299
H: -1.700970 -3.038985 1.406420
H: 4.749808 0.422945 -0.404309
H: -2.519895 -3.255959 2.971485
H: -3.629536 4.323497 -2.330134
H: 1.401443 1.005128 -2.729241
H: -0.424930 0.372648 -0.481065

Cartesian forces (eV/Å) of the 3 atoms listed first:
-0.0786 0.0767 0.0399
-0.0100 -0.0265 0.0155
-0.0246 0.0285 -0.0602

Density functional theory data (ωB97M-V/def2-TZVPD) for C17H21N4O5S3Ti as an isolated structure.

Calculated values
**Net charge**: -1
**Orbital gap (alpha / beta)**: 5.390 / 5.368 eV
**LUMO (alpha / beta)**: 2.4 / 2.4 eV
**E_HOMO (alpha / beta)**: -3.04 / -3.01 eV
**Largest force on an atom**: 0.009 Eh/bohr

Atoms and positions in Å:
Ti: 0.727198 0.966397 -1.029581
S: 0.647149 3.392219 -1.279355
S: 0.754706 -2.031904 0.184013
S: 3.307738 0.508590 -1.577229
O: 4.221187 1.341676 -2.306986
O: 2.709961 1.226980 -0.380402
O: 1.991550 0.309486 -2.394815
O: 0.874792 -0.544981 0.431507
O: 3.805235 -0.799266 -1.203173
N: -0.618371 -0.241200 -1.925271
N: -1.279824 2.677378 0.442141
N: -0.664135 4.902535 0.495256
N: -0.986448 1.460173 -0.139799
C: -0.540461 3.623388 -0.033630
C: -2.657009 -1.533675 -1.444416
C: -0.489298 -2.537194 1.372729
C: 2.181945 -2.718806 1.008470
C: -3.118429 5.344294 0.321947
C: -0.386907 -1.125090 -2.945412
C: -2.380299 -2.377313 -2.462646
C: -1.797791 -0.414276 -1.161127
C: 2.324368 -4.097314 1.091082
C: 3.450200 -4.621731 1.704209
C: 4.422844 -3.766948 2.209053
C: -2.008267 0.546999 -0.207087
C: -1.876060 5.264690 1.204587
C: -1.207732 -2.157069 -3.258454
C: 4.274974 -2.393214 2.094710
C: -3.236818 0.681057 0.637448
C: 3.149841 -1.853497 1.485857
H: -1.695001 6.226304 1.691112
H: -0.220948 -2.119689 2.341715
H: -1.430228 -2.127126 1.009913
H: -0.270811 5.611643 -0.101886
H: 5.048199 -1.730093 2.459274
H: 5.308177 -4.177955 2.677696
H: -0.960754 -2.806119 -4.086611
H: 3.033474 -0.787568 1.343830
H: -3.535779 -1.679657 -0.828226
H: -4.100265 0.217732 0.159697
H: 1.573783 -4.757275 0.670901
H: -3.451675 1.735914 0.801183
H: -3.287151 4.386575 -0.169634
H: -2.030023 4.524531 1.989977
H: -3.000465 6.111019 -0.447112
H: 3.574804 -5.694529 1.776437
H: -0.530713 -3.625036 1.406728
H: -4.002018 5.590450 0.915876
H: -3.038078 -3.210663 -2.679597
H: 0.528857 -0.947767 -3.492226
H: -3.109225 0.226928 1.627325

Cartesian forces (eV/Å) of the 3 atoms listed first:
0.2122 -0.1131 0.4219
0.0231 -0.0017 0.0059
0.0362 0.0598 -0.0032

Please write out number 1 again, unchanged.
Density functional theory data (ωB97M-V/def2-TZVPD) for a 5-piece molecular cluster, C20H25BCl8NO5 overall at a distorted geometry.

Calculated values
**Net charge**: -1
**Orbital gap**: 7.234 eV
**LUMO**: 2.0 eV
**E_HOMO**: -5.25 eV
**Largest force on an atom**: 0.025 Eh/bohr

Atoms and positions in Å:
Cl: -2.103134 -0.994660 2.485661
Cl: -1.657523 2.563223 4.123475
Cl: 3.969383 -6.749350 4.532622
Cl: 5.032377 -3.898359 1.995699
Cl: 0.689088 3.276278 2.526549
Cl: 6.449274 -7.263798 5.996482
Cl: -0.180199 -3.069920 3.219825
Cl: 2.697877 -2.871166 0.563743
O: -3.056285 -2.868487 -0.728435
O: -0.581471 4.885333 -0.521160
O: -2.100271 -3.958033 -2.431267
O: -4.011536 0.279631 -5.251194
O: -0.448659 -0.910178 -2.205350
N: -0.561781 1.376340 -0.493757
C: -2.809216 4.585110 0.801015
C: -3.645807 2.408361 -3.194335
C: 1.693924 1.043106 -1.672912
C: -2.117805 0.832833 -2.285288
C: 5.733195 -6.669894 4.491228
C: 3.268570 -3.969224 1.815742
C: 3.766941 0.871901 -0.216124
C: -3.159661 3.341102 -2.292028
C: -3.651378 -1.307410 -3.492667
C: -2.181980 3.056133 -1.370989
C: -2.606267 -2.960366 -1.892777
C: -3.655387 0.057335 -4.109536
C: -0.382784 1.966783 3.052675
C: -2.686092 -1.612840 -2.631990
C: 0.723558 1.987132 -0.925963
C: -1.739226 -2.719197 2.446015
C: -3.133684 1.151430 -3.185227
C: 3.172102 1.488037 -1.517453
C: -1.616881 1.750061 -1.384054
C: -1.612906 -0.598528 -2.345222
B: -1.777517 4.224995 -0.351046
H: 3.121261 0.103907 0.219566
H: -4.443436 2.708590 -3.867984
H: 1.608063 0.019843 -1.290624
H: 3.934143 1.661570 0.528256
H: -3.602781 5.264647 0.463470
H: 6.030752 -5.637918 4.344680
H: 2.986842 -4.981464 1.549054
H: 0.205756 1.227935 3.584389
H: -4.436264 -2.030823 -3.704264
H: -3.316309 3.661065 1.110600
H: -2.284467 5.020384 1.663125
H: 3.182690 2.581495 -1.437438
H: -0.131556 5.002686 0.324407
H: 2.811423 -3.692658 2.759063
H: 0.449261 2.773328 -1.634706
H: 6.090155 -7.280701 3.669989
H: -0.838099 1.521561 2.172159
H: 1.289252 2.395220 -0.065555
H: 3.748552 1.128340 -2.373299
H: -1.700970 -3.038985 1.406420
H: 4.749808 0.422945 -0.404309
H: -2.519895 -3.255959 2.971485
H: -3.629536 4.323497 -2.330134
H: 1.401443 1.005128 -2.729241
H: -0.424930 0.372648 -0.481065

Cartesian forces (eV/Å) of the 3 atoms listed first:
-0.0786 0.0767 0.0399
-0.0100 -0.0265 0.0155
-0.0246 0.0285 -0.0602

> Look up the net charge of the first one.

-1

> Look up the net charge of the first one.

-1